{
  "formula": "C37H54Br3N5O7PRe",
  "method": "the ωB97M-V functional and the def2-TZVPD basis",
  "largest_force_ha_per_bohr": 0.0283,
  "de_lowest_kj_mol": 0.0,
  "total_charge": 1,
  "total_energy_ev": -282574.9629,
  "spin_multiplicity": 4,
  "lumo_ev": [-2.903, -3.588],
  "gap_ev": [7.08, 6.67],
  "symbols": ["Re", "C", "C", "C", "C", "C", "C", "C", "Br", "C", "O", "C", "C", "C", "C", "C", "C", "H", "H", "H", "H", "H", "H", "H", "H", "H", "H", "H", "H", "H", "H", "H", "H", "H", "H", "H", "H", "Br", "C", "C", "C", "C", "C", "N", "C", "O", "O", "H", "H", "H", "Br", "C", "C", "C", "C", "C", "C", "C", "O", "O", "H", "H", "H", "H", "C", "N", "C", "P", "O", "N", "C", "C", "N", "C", "C", "H", "H", "H", "H", "H", "H", "H", "H", "H", "H", "H", "H", "H", "H", "H", "H", "H", "H", "C", "N", "C", "C", "C", "O", "H", "H", "H", "H", "H", "H", "H", "H", "H"],
  "positions_angstrom": [[-1.021, -0.920, -0.414], [4.002, 2.718, 4.913], [2.638, 3.346, 4.624], [1.745, 3.194, 5.866], [2.843, 4.840, 4.334], [1.934, 2.661, 3.456], [2.356, 1.452, 2.934], [1.606, 0.819, 1.959], [2.281, -0.841, 1.326], [0.413, 1.332, 1.439], [-0.339, 0.639, 0.575], [0.039, 2.627, 1.883], [0.787, 3.214, 2.894], [-1.218, 3.349, 1.378], [-1.365, 3.264, -0.147], [-2.413, 2.698, 2.089], [-1.191, 4.842, 1.734], [4.506, 3.284, 5.697], [4.641, 2.732, 4.028], [3.908, 1.688, 5.262], [2.208, 3.678, 6.728], [1.591, 2.140, 6.106], [0.768, 3.652, 5.701], [3.405, 5.297, 5.150], [1.896, 5.373, 4.249], [3.402, 4.984, 3.408], [3.267, 0.977, 3.267], [0.455, 4.170, 3.271], [-1.511, 2.252, -0.502], [-0.476, 3.668, -0.636], [-2.222, 3.863, -0.462], [-2.470, 1.639, 1.834], [-3.346, 3.194, 1.808], [-2.294, 2.778, 3.171], [-0.237, 5.295, 1.461], [-1.375, 5.022, 2.794], [-1.974, 5.359, 1.177], [-1.106, -1.157, 3.258], [-0.825, -2.704, 2.233], [-0.688, -3.914, 2.892], [-0.540, -5.069, 2.145], [-0.561, -4.986, 0.761], [-0.706, -3.749, 0.181], [-0.799, -2.609, 0.899], [-0.916, -3.596, -1.315], [-0.595, -4.480, -2.066], [-1.510, -2.469, -1.614], [-0.702, -3.934, 3.971], [-0.434, -6.025, 2.640], [-0.486, -5.851, 0.118], [-3.872, -1.254, -3.245], [-2.812, -0.453, -4.598], [-3.275, -0.651, -5.892], [-2.585, -0.130, -6.972], [-1.432, 0.611, -6.762], [-0.973, 0.798, -5.474], [-1.641, 0.268, -4.365], [-0.927, 0.436, -3.051], [0.245, 0.745, -3.026], [-1.634, 0.253, -1.952], [-4.181, -1.220, -6.045], [-2.949, -0.313, -7.974], [-0.895, 1.038, -7.598], [-0.072, 1.364, -5.285], [2.673, 0.808, -1.407], [3.125, -0.512, -1.834], [4.233, -0.501, -2.779], [2.225, -1.879, -1.732], [0.879, -1.565, -1.115], [3.148, -2.934, -0.866], [2.676, -4.294, -0.645], [4.294, -2.570, -0.047], [2.050, -2.648, -3.172], [0.938, -2.331, -4.069], [2.953, -3.661, -3.696], [3.438, 1.271, -0.778], [1.750, 0.725, -0.842], [2.478, 1.447, -2.269], [5.051, 0.097, -2.372], [3.936, -0.071, -3.741], [4.606, -1.510, -2.949], [1.831, -4.519, -1.295], [3.475, -5.010, -0.858], [2.371, -4.430, 0.397], [5.161, -3.170, -0.339], [4.093, -2.757, 1.012], [4.529, -1.519, -0.173], [0.569, -1.335, -3.863], [0.126, -3.052, -3.963], [1.298, -2.351, -5.099], [3.732, -3.901, -2.979], [3.423, -3.305, -4.617], [2.398, -4.574, -3.929], [-6.224, 0.308, 1.221], [-4.947, -0.402, 1.243], [-4.776, -1.407, 2.288], [-3.974, -0.097, 0.400], [-4.231, 0.973, -0.609], [-2.879, -0.736, 0.509], [-6.905, -0.198, 1.898], [-6.661, 0.304, 0.225], [-6.108, 1.341, 1.550], [-5.614, -2.101, 2.261], [-4.740, -0.926, 3.266], [-3.850, -1.946, 2.128], [-4.516, 1.894, -0.103], [-5.051, 0.676, -1.264], [-3.352, 1.140, -1.215]],
  "lowdin_charge": [1.81, -0.06, -0.56, -0.04, -0.04, -0.16, -0.07, -0.54, 1.01, -0.37, -0.33, -0.08, 0.02, -0.52, -0.03, -0.03, -0.06, 0.09, 0.09, 0.08, 0.09, 0.09, 0.08, 0.09, 0.08, 0.09, 0.09, 0.10, 0.04, 0.10, 0.09, 0.06, 0.09, 0.09, 0.10, 0.08, 0.09, 0.93, -0.69, -0.08, -0.01, 0.02, -0.17, -0.05, -0.57, 0.11, -0.21, 0.11, 0.13, 0.14, 0.89, -0.56, -0.13, -0.06, -0.06, -0.01, -0.15, -0.55, 0.06, -0.27, 0.10, 0.11, 0.11, 0.12, -0.12, -0.30, -0.08, 0.55, -0.43, -0.32, -0.09, -0.17, -0.27, -0.06, -0.10, 0.09, 0.02, 0.08, 0.09, 0.09, 0.07, 0.07, 0.10, 0.09, 0.09, 0.05, 0.05, 0.05, 0.08, 0.10, 0.07, 0.09, 0.10, -0.01, -0.11, -0.01, -0.42, -0.01, -0.18, 0.10, 0.10, 0.10, 0.10, 0.10, 0.06, 0.10, 0.08, 0.05]
}

{
  "formula": "C26H28BrN8O3S2Tc",
  "method": "the ωB97M-V functional and the def2-TZVPD basis",
  "largest_force_ha_per_bohr": 0.0211,
  "total_charge": 1,
  "total_energy_ev": -139388.8123,
  "spin_multiplicity": 2,
  "lumo_ev": [-4.527, -3.150],
  "gap_ev": [5.42, 6.89],
  "symbols": ["Tc", "C", "O", "C", "C", "C", "C", "C", "C", "N", "N", "C", "C", "O", "C", "C", "C", "C", "C", "C", "C", "C", "H", "H", "H", "H", "H", "H", "H", "H", "H", "H", "H", "H", "H", "Br", "S", "C", "N", "C", "C", "N", "H", "H", "H", "H", "H", "H", "C", "C", "C", "C", "N", "C", "S", "N", "H", "H", "H", "H", "H", "N", "C", "N", "O", "H", "H", "H", "H"],
  "positions_angstrom": [[-2.562, 0.527, 0.704], [-3.152, 3.404, 2.012], [-2.178, 2.382, 1.679], [-0.839, 2.704, 1.732], [-0.349, 3.899, 2.219], [1.029, 4.064, 2.311], [1.896, 3.047, 1.924], [1.400, 1.862, 1.407], [0.022, 1.694, 1.283], [-0.609, 0.596, 0.701], [0.163, -0.550, 0.599], [0.027, -1.346, 1.780], [-1.140, -1.332, 2.523], [-2.237, -0.587, 2.281], [-1.228, -2.177, 3.669], [-0.214, -3.005, 4.014], [1.005, -3.016, 3.273], [2.086, -3.845, 3.639], [3.273, -3.793, 2.960], [3.425, -2.885, 1.894], [2.387, -2.080, 1.509], [1.143, -2.147, 2.175], [-2.954, 3.763, 3.018], [-4.114, 2.909, 1.962], [-3.085, 4.204, 1.277], [-1.012, 4.685, 2.546], [1.421, 4.995, 2.697], [2.964, 3.183, 2.020], [2.051, 1.070, 1.061], [-2.145, -2.128, 4.244], [-0.308, -3.654, 4.876], [1.961, -4.521, 4.476], [4.096, -4.433, 3.249], [4.377, -2.813, 1.382], [2.525, -1.366, 0.706], [-5.010, 0.570, 1.182], [-3.104, 1.824, -1.354], [-1.670, 1.857, -2.310], [-0.450, 2.247, -1.958], [0.460, 2.317, -3.106], [-0.327, 1.540, -4.178], [-1.674, 1.526, -3.598], [-0.267, 2.678, -1.066], [1.417, 1.854, -2.878], [0.627, 3.355, -3.392], [0.043, 0.520, -4.287], [-0.318, 2.038, -5.144], [-2.464, 1.053, -4.003], [2.536, -1.044, -5.173], [2.549, -0.649, -3.727], [3.583, 0.098, -3.167], [3.470, 0.437, -1.835], [2.433, 0.063, -1.075], [1.525, -0.667, -1.702], [0.079, -1.306, -0.908], [1.507, -1.022, -2.984], [3.543, -1.080, -5.586], [1.965, -0.313, -5.750], [2.055, -2.012, -5.291], [4.441, 0.396, -3.753], [4.232, 1.033, -1.345], [-4.074, -2.482, 0.965], [-3.503, -2.215, -0.206], [-3.691, -3.050, -1.240], [-2.737, -1.223, -0.391], [-4.796, -3.176, 1.049], [-3.969, -1.790, 1.699], [-4.259, -3.874, -1.171], [-3.278, -2.808, -2.122]],
  "nbo_charge": [0.96, -0.26, -0.47, 0.27, -0.28, -0.17, -0.21, -0.22, 0.11, -0.25, -0.45, 0.10, 0.28, -0.66, -0.25, -0.16, 0.01, -0.20, -0.21, -0.18, -0.21, -0.09, 0.20, 0.25, 0.20, 0.24, 0.23, 0.23, 0.26, 0.23, 0.22, 0.22, 0.22, 0.21, 0.22, -0.44, -0.10, 0.38, -0.57, -0.23, -0.23, -0.56, 0.43, 0.22, 0.21, 0.22, 0.22, 0.43, -0.66, 0.29, -0.33, 0.09, -0.51, 0.25, 0.54, -0.51, 0.23, 0.23, 0.25, 0.24, 0.21, -0.79, 0.82, -0.79, -0.66, 0.41, 0.45, 0.41, 0.42]
}